1.
This record from the Open Molecules 2025 dataset describes C20H23N6O2Zn as an isolated structure. The level of theory is ωB97M-V/def2-TZVPD.

Each line ends with the Löwdin charge.
Cartesian coordinates (Å):
Zn: -0.06 0.12 -0.11  0.72
N: -0.38 2.22 -0.03  0.01
C: 0.22 2.73 1.22  -0.20
C: -0.13 1.82 2.40  -0.18
N: 0.20 0.41 2.14  -0.10
C: 1.52 -0.04 2.61  -0.18
C: 2.63 0.42 1.68  -0.21
N: 2.27 0.09 0.30  0.02
H: -1.38 2.39 -0.04  0.09
H: 0.00 2.73 -0.82  0.10
H: 1.29 2.79 1.08  0.10
H: -0.14 3.74 1.44  0.13
H: 0.36 2.20 3.30  0.13
H: -1.21 1.88 2.57  0.12
H: -0.50 -0.16 2.59  0.11
H: 1.72 0.31 3.63  0.13
H: 1.50 -1.13 2.63  0.13
H: 2.78 1.50 1.76  0.11
H: 3.57 -0.04 1.99  0.13
H: 2.84 0.61 -0.36  0.10
H: 2.48 -0.89 0.12  0.09
O: -0.62 -6.57 0.92  -0.01
C: 0.12 -6.10 0.05  -0.68
O: 0.98 -6.56 -0.71  -0.01
C: -0.09 -4.56 -0.14  -0.05
C: -1.03 -3.88 0.63  0.08
C: -1.13 -2.51 0.50  -0.18
N: -0.31 -1.85 -0.32  0.04
C: 0.51 -2.49 -1.15  -0.19
C: 0.66 -3.86 -1.08  0.08
C: 1.15 -1.61 -2.18  -0.21
C: 2.01 -2.11 -3.15  0.02
C: 2.50 -1.25 -4.12  -0.02
C: 2.11 0.08 -4.11  -0.04
C: 1.25 0.50 -3.10  -0.12
N: 0.79 -0.31 -2.16  0.04
C: -2.18 -1.66 1.13  -0.21
C: -3.09 -2.18 2.05  0.02
C: -4.11 -1.38 2.52  -0.02
C: -4.21 -0.08 2.05  -0.04
C: -3.25 0.37 1.16  -0.13
N: -2.25 -0.39 0.71  0.06
H: -1.65 -4.48 1.28  0.12
H: 1.31 -4.44 -1.71  0.12
H: 2.29 -3.15 -3.14  0.12
H: 3.17 -1.62 -4.88  0.12
H: 2.45 0.78 -4.86  0.12
H: 0.93 1.53 -3.06  0.11
H: -3.00 -3.21 2.38  0.12
H: -4.83 -1.77 3.22  0.12
H: -5.01 0.58 2.37  0.12
H: -3.30 1.39 0.78  0.11

Output
LUMO, eV: -3.572
Orbital gap, hartree: 0.240
HOMO energy, eV: -10.097
Charge: +1

2.
This record from the Open Molecules 2025 dataset describes C2H5NS2 as an isolated structure in a non-equilibrium geometry. The level of theory is ωB97M-V/def2-TZVPD.

Each line ends with the Löwdin charge.
Cartesian coordinates (Å):
C: -0.54 1.03 1.64  -0.41
C: 0.10 -0.29 -1.04  -1.25
H: -1.33 0.68 2.75  0.13
H: -1.02 1.88 0.68  0.06
H: 0.47 1.46 1.97  0.00
H: 1.73 -2.21 -0.93  0.29
H: 0.94 -1.42 -2.55  0.12
N: 0.49 -1.55 -1.50  -0.16
S: -0.44 -0.76 0.68  0.64
S: -0.40 1.17 -1.69  0.57

Output
Energy above the lowest of the compared OMol25 structures with the same formula, charge and spin, eV: 5.734
LUMO, eV: -1.141
Orbital gap, hartree: 0.281
HOMO energy, eV: -8.785

3.
This record from the Open Molecules 2025 dataset describes C25H19Cl3N4O10S2SiTi as an isolated structure in a non-equilibrium geometry. The level of theory is ωB97M-V/def2-TZVPD.

Each line ends with the Löwdin charge.
Cartesian coordinates (Å):
Ti: 0.29 -0.64 0.76  0.92
O: 3.97 -0.22 2.98  -0.29
S: 2.82 0.36 2.34  0.49
O: 3.08 1.11 1.13  -0.35
O: 1.74 -0.66 2.13  -0.46
C: 2.29 1.66 3.47  -0.20
C: 3.31 2.28 4.18  -0.05
C: 3.05 3.43 4.91  -0.07
C: 1.78 3.98 4.92  -0.07
C: 0.76 3.37 4.20  -0.04
C: 1.02 2.22 3.48  -0.23
S: -0.28 1.41 2.60  0.54
O: 0.31 1.19 1.23  -0.41
O: -1.41 2.30 2.56  -0.26
O: -0.49 0.15 3.28  -0.28
H: 4.30 1.83 4.15  0.11
H: 3.85 3.90 5.47  0.10
H: 1.58 4.88 5.48  0.10
H: -0.25 3.77 4.16  0.11
O: 4.26 3.89 -4.45  0.10
C: 2.91 3.93 -4.58  -0.49
O: 2.43 4.68 -5.39  0.10
C: 2.12 3.02 -3.72  -0.16
C: 0.83 2.68 -4.10  -0.02
C: 0.04 1.87 -3.31  -0.01
C: 0.50 1.40 -2.06  -0.27
C: 1.81 1.74 -1.69  -0.03
C: 2.60 2.52 -2.50  -0.01
N: -0.27 0.64 -1.19  0.01
C: -1.59 0.75 -1.26  -0.10
C: -2.45 0.22 -0.29  -0.25
C: -3.85 0.34 -0.41  -0.03
C: -4.67 -0.14 0.58  -0.08
C: -4.09 -0.73 1.71  -0.07
C: -2.72 -0.83 1.78  -0.14
N: -1.90 -0.38 0.81  0.00
H: 4.50 3.19 -3.83  0.09
H: 0.46 3.06 -5.04  0.12
H: -0.94 1.58 -3.67  0.10
H: 2.17 1.43 -0.73  0.06
H: 3.59 2.77 -2.14  0.12
H: -2.06 1.36 -2.03  0.11
H: -4.26 0.81 -1.30  0.11
H: -5.74 -0.07 0.48  0.10
H: -4.69 -1.10 2.53  0.09
H: -2.24 -1.28 2.63  0.11
O: -0.15 -2.20 1.71  -0.24
N: -0.85 -3.15 1.17  0.06
N: -0.99 -2.98 -0.07  -0.20
O: -0.48 -1.94 -0.66  -0.24
C: -1.69 -3.95 -0.85  -0.15
C: -2.31 -5.03 -0.23  -0.01
C: -2.97 -5.96 -1.01  -0.08
C: -3.01 -5.81 -2.39  -0.09
C: -2.40 -4.72 -2.99  -0.07
C: -1.73 -3.78 -2.22  0.01
H: -2.26 -5.13 0.84  0.11
H: -3.45 -6.80 -0.54  0.10
H: -3.52 -6.55 -3.00  0.10
H: -2.43 -4.60 -4.06  0.11
H: -1.24 -2.93 -2.66  0.12
Cl: 2.06 -3.58 0.00  0.23
Si: 2.31 -1.52 -0.52  -0.46
Cl: 4.33 -1.36 -0.14  0.28
Cl: 2.32 -1.69 -2.63  0.19

Output
Energy above the lowest of the compared OMol25 structures with the same formula, charge and spin, eV: 1.931
Multiplicity: 2
Expectation value of S²: 0.771
LUMO (alpha / beta), eV: 1.445 / 1.435
Orbital gap (alpha / beta), hartree: 0.184 / 0.269
HOMO energy (alpha / beta), eV: -3.559 / -5.894
Charge: -1

4.
This record from the Open Molecules 2025 dataset describes an isolated molecule of CH3IN2O in a non-equilibrium geometry. The level of theory is ωB97M-V/def2-TZVPD.

Each line ends with the Löwdin charge.
Cartesian coordinates (Å):
C: 2.20 -0.48 -0.16  -0.60
N: -2.52 0.61 0.45  0.08
N: -1.60 0.06 -0.12  -0.55
O: -1.46 -1.08 -0.49  -0.07
I: 0.80 0.91 -0.03  1.10
H: 2.60 -0.64 -1.23  0.01
H: 2.37 -0.99 0.72  -0.08
H: -2.38 1.61 0.86  0.11

Output
Energy above the lowest of the compared OMol25 structures with the same formula, charge and spin, eV: 5.204
LUMO (alpha / beta), eV: -0.995 / -0.480
Orbital gap (alpha / beta), hartree: 0.263 / 0.303
HOMO energy (alpha / beta), eV: -8.158 / -8.726

5.
This record from the Open Molecules 2025 dataset describes a 5-piece molecular cluster, C30H56B3NO16 overall in a non-equilibrium geometry. The level of theory is ωB97M-V/def2-TZVPD.

Each line ends with the Löwdin charge.
Cartesian coordinates (Å):
C: 0.83 3.41 1.50  -0.09
C: 0.53 2.00 0.99  -0.25
C: -0.89 1.80 0.46  -0.21
C: -1.42 0.39 0.73  -0.23
C: -2.53 0.00 -0.25  -0.20
C: -3.32 -1.28 0.07  -0.18
C: -2.64 -2.30 0.99  -0.20
C: -1.66 -3.26 0.31  -0.18
C: -0.83 -2.65 -0.83  -0.05
B: 0.56 -3.34 -1.03  -0.53
O: 1.34 -3.68 0.06  0.30
B: 2.67 -3.28 -0.02  -0.52
C: 3.44 -2.80 1.25  -0.05
C: 4.82 -2.18 0.94  -0.29
N: 5.52 -1.60 2.07  0.00
O: 3.26 -3.26 -1.28  0.30
B: 2.40 -2.97 -2.32  -0.53
C: 2.79 -1.94 -3.44  -0.01
C: 3.10 -0.57 -2.84  -0.42
C: 1.95 -0.04 -2.01  -0.02
O: 3.41 0.35 -3.89  -0.03
O: 1.12 -3.54 -2.29  0.28
H: 1.74 3.37 2.11  0.07
H: 1.01 4.12 0.70  0.05
H: 0.04 3.80 2.13  0.07
H: 1.26 1.77 0.21  0.08
H: 0.71 1.29 1.80  0.10
H: -0.93 2.00 -0.62  0.11
H: -1.56 2.53 0.93  0.11
H: -0.59 -0.31 0.68  0.09
H: -1.83 0.38 1.74  0.12
H: -3.23 0.84 -0.29  0.11
H: -2.10 -0.06 -1.26  0.10
H: -3.53 -1.80 -0.87  0.11
H: -4.30 -1.04 0.48  0.09
H: -2.15 -1.82 1.84  0.10
H: -3.43 -2.92 1.43  0.09
H: -2.24 -4.09 -0.11  0.11
H: -1.01 -3.69 1.07  0.11
H: -1.37 -2.70 -1.78  0.12
H: -0.59 -1.61 -0.62  0.09
H: 2.82 -2.07 1.78  0.12
H: 3.56 -3.64 1.94  0.12
H: 5.45 -2.95 0.50  0.12
H: 4.68 -1.40 0.19  0.10
H: 4.94 -0.93 2.56  0.06
H: 5.83 -2.31 2.72  0.06
H: 1.94 -1.82 -4.12  0.10
H: 3.65 -2.26 -4.03  0.13
H: 4.01 -0.63 -2.24  0.14
H: 1.00 -0.17 -2.54  0.10
H: 2.08 1.02 -1.82  0.08
H: 1.85 -0.54 -1.04  0.09
H: 2.59 0.72 -4.21  0.08
C: -7.17 -4.68 3.96  -0.02
C: -6.44 -3.58 3.24  -0.33
C: -5.93 -2.44 4.10  -0.09
O: -5.93 -1.34 3.18  0.05
C: -6.87 -1.59 2.23  -0.57
O: -7.23 -0.81 1.42  0.17
O: -7.32 -2.87 2.34  0.08
H: -6.47 -5.27 4.54  0.09
H: -7.93 -4.27 4.62  0.09
H: -7.66 -5.33 3.24  0.09
H: -5.62 -3.98 2.64  0.15
H: -4.93 -2.59 4.50  0.14
H: -6.62 -2.21 4.92  0.14
C: -1.01 -5.68 -5.99  -0.02
C: -0.30 -4.46 -6.52  -0.32
C: 0.03 -3.40 -5.50  -0.09
O: 0.04 -2.21 -6.30  0.06
C: -0.78 -2.42 -7.36  -0.57
O: -1.14 -1.58 -8.12  0.17
O: -1.14 -3.72 -7.42  0.08
H: -0.33 -6.29 -5.40  0.09
H: -1.86 -5.40 -5.37  0.09
H: -1.39 -6.29 -6.81  0.09
H: 0.60 -4.75 -7.07  0.16
H: 0.99 -3.53 -5.02  0.12
H: -0.74 -3.30 -4.74  0.14
C: 2.80 4.99 6.84  -0.02
C: 2.19 3.97 5.92  -0.33
C: 1.46 2.82 6.59  -0.09
O: 1.60 1.77 5.63  0.06
C: 2.72 2.02 4.90  -0.57
O: 3.21 1.26 4.13  0.16
O: 3.20 3.25 5.18  0.08
H: 2.03 5.60 7.30  0.09
H: 3.39 4.51 7.62  0.09
H: 3.47 5.65 6.28  0.09
H: 1.53 4.45 5.19  0.16
H: 0.41 3.01 6.79  0.14
H: 1.96 2.51 7.51  0.14
C: 1.73 8.61 -3.55  -0.02
C: 1.88 7.41 -2.64  -0.33
C: 0.73 6.43 -2.65  -0.09
O: 0.82 5.87 -1.33  0.05
C: 1.39 6.79 -0.52  -0.56
O: 1.45 6.70 0.66  0.17
O: 1.89 7.81 -1.26  0.08
H: 1.84 8.31 -4.59  0.09
H: 0.76 9.08 -3.41  0.09
H: 2.50 9.35 -3.32  0.09
H: 2.83 6.90 -2.84  0.16
H: 0.83 5.64 -3.40  0.14
H: -0.23 6.93 -2.76  0.14

Output
Energy above the lowest of the compared OMol25 structures with the same formula, charge and spin, eV: 0.000
LUMO, eV: 0.398
Orbital gap, hartree: 0.338
HOMO energy, eV: -8.793
SMILES: CCCCCCCCCB1OB(CCN)OB(C[C@H](C)O)O1.C[C@@H]1COC(=O)O1.C[C@@H]1COC(=O)O1.C[C@@H]1COC(=O)O1.C[C@@H]1COC(=O)O1

6.
This record from the Open Molecules 2025 dataset describes an isolated molecule of C19H19NO6S. The level of theory is ωB97M-V/def2-TZVPD.

Each line ends with the Löwdin charge.
Cartesian coordinates (Å):
C: 0.53 3.24 -1.92  -0.05
C: 0.66 3.07 -0.41  -0.21
O: -0.12 1.96 0.04  -0.04
C: -1.42 2.21 0.36  -0.41
O: -1.90 3.31 0.32  0.12
C: -2.14 0.98 0.74  -0.09
C: -1.64 -0.30 0.60  -0.40
N: -0.43 -0.67 0.09  0.13
C: -0.05 -1.96 -0.04  -0.42
O: -0.74 -2.90 0.29  0.03
C: 1.35 -2.13 -0.64  -0.18
C: 2.26 -2.85 0.36  -0.10
O: 3.52 -3.08 -0.20  -0.01
C: 4.04 -1.98 -0.83  -0.20
C: 5.40 -1.96 -1.13  0.00
C: 5.96 -0.86 -1.74  -0.09
C: 5.18 0.24 -2.06  -0.09
C: 3.83 0.22 -1.78  0.00
C: 3.25 -0.89 -1.19  -0.18
O: 1.89 -0.87 -0.97  -0.01
S: -2.75 -1.51 1.12  1.20
C: -3.92 -0.28 1.56  -0.37
C: -5.20 -0.68 2.13  -0.47
C: -5.38 -2.17 2.30  -0.05
O: -6.07 0.10 2.44  0.07
C: -3.46 0.99 1.29  -0.21
C: -4.22 2.24 1.55  -0.01
H: 1.18 4.04 -2.25  0.08
H: 0.80 2.32 -2.43  0.07
H: -0.50 3.50 -2.18  0.08
H: 1.68 2.83 -0.13  0.12
H: 0.33 3.97 0.11  0.12
H: 0.20 0.08 -0.20  0.14
H: 1.27 -2.76 -1.54  0.18
H: 1.84 -3.83 0.63  0.15
H: 2.35 -2.23 1.27  0.16
H: 5.99 -2.82 -0.86  0.12
H: 7.02 -0.85 -1.97  0.10
H: 5.62 1.11 -2.52  0.10
H: 3.19 1.06 -2.03  0.11
H: -5.29 -2.67 1.34  0.08
H: -6.35 -2.37 2.73  0.09
H: -4.60 -2.56 2.96  0.08
H: -5.15 2.02 2.04  0.07
H: -3.62 2.92 2.15  0.09
H: -4.41 2.75 0.60  0.10

Output
Energy above the lowest of the compared OMol25 structures with the same formula, charge and spin, eV: 0.000
LUMO, eV: 0.107
Orbital gap, hartree: 0.320
HOMO energy, eV: -8.601
SMILES: CCOC(=O)c1c(NC(=O)[C@@H]2COc3ccccc3O2)sc(C(C)=O)c1C

7.
This record from the Open Molecules 2025 dataset describes an isolated molecule of C4H6ClN3O in a non-equilibrium geometry. The level of theory is ωB97M-V/def2-TZVPD.

Each line ends with the Löwdin charge.
Cartesian coordinates (Å):
C: -0.07 1.05 -0.95  0.04
C: -1.48 -0.93 0.48  -0.71
C: 0.61 -0.25 -0.71  -0.34
C: 1.64 0.09 0.51  -0.62
N: -0.46 2.09 -1.40  0.29
N: -1.53 0.33 0.95  0.06
N: -0.34 -1.31 -0.35  0.06
O: -2.38 -1.77 0.59  -0.03
Cl: 2.95 -1.03 0.51  0.62
H: 1.40 -0.54 -1.57  0.18
H: 1.05 0.19 1.42  0.06
H: 2.23 1.12 0.37  0.11
H: -1.23 2.64 -1.18  0.10
H: -2.53 0.40 1.33  0.08
H: 0.15 -2.09 -0.01  0.10

Output
Energy above the lowest of the compared OMol25 structures with the same formula, charge and spin, eV: 3.507
LUMO (alpha / beta), eV: -1.012 / -1.013
Orbital gap (alpha / beta), hartree: 0.269 / 0.269
HOMO energy (alpha / beta), eV: -8.325 / -8.324

8.
This record from the Open Molecules 2025 dataset describes C23H33N7O4SSi2Sr as an isolated structure in a non-equilibrium geometry. The level of theory is ωB97M-V/def2-TZVPD.

Each line ends with the Löwdin charge.
Cartesian coordinates (Å):
Sr: -0.21 0.98 -0.21  1.03
N: 1.71 1.98 -5.16  0.00
C: 1.19 1.76 -3.87  -0.96
S: 2.36 1.56 -2.66  0.51
N: -0.12 1.73 -3.85  -0.07
N: -0.80 1.45 -2.73  -0.06
C: -2.10 1.55 -2.89  -0.16
C: -3.04 1.29 -1.89  -0.28
C: -4.43 1.42 -2.17  -0.04
C: -5.35 1.13 -1.19  -0.09
C: -4.89 0.72 0.07  -0.06
C: -3.51 0.65 0.26  -0.16
N: -2.62 0.91 -0.66  -0.02
H: 2.65 2.34 -5.10  0.04
H: 1.09 2.53 -5.74  0.06
H: -2.48 1.84 -3.88  0.11
H: -4.74 1.75 -3.15  0.10
H: -6.42 1.24 -1.39  0.10
H: -5.57 0.47 0.86  0.09
H: -3.11 0.37 1.22  0.10
C: 2.16 0.77 3.46  -0.30
Si: 2.39 0.71 1.51  0.51
C: 3.77 2.08 1.26  -0.30
C: 3.50 -0.90 1.34  -0.33
C: 4.62 -1.00 2.16  -0.15
C: 5.49 -2.06 2.12  -0.14
C: 5.26 -3.09 1.22  -0.14
C: 4.15 -3.01 0.39  -0.15
C: 3.26 -1.94 0.43  -0.33
Si: 1.73 -1.98 -0.79  0.53
C: 2.62 -2.33 -2.49  -0.31
C: 1.03 -3.79 -0.43  -0.30
H: 3.07 0.72 4.04  -0.02
H: 1.52 -0.06 3.77  -0.01
H: 1.64 1.69 3.73  -0.02
H: 4.59 2.05 1.97  -0.01
H: 3.31 3.06 1.31  -0.01
H: 4.19 1.97 0.26  -0.01
H: 4.82 -0.20 2.87  0.07
H: 6.35 -2.10 2.78  0.08
H: 5.93 -3.94 1.16  0.08
H: 3.97 -3.82 -0.31  0.07
H: 3.18 -3.27 -2.55  -0.01
H: 3.31 -1.52 -2.71  -0.02
H: 1.90 -2.34 -3.31  -0.02
H: 1.74 -4.61 -0.57  -0.01
H: 0.17 -4.01 -1.07  -0.03
H: 0.68 -3.85 0.60  -0.01
C: -2.75 -3.43 2.03  -0.07
O: -2.87 -3.56 0.62  -0.06
C: -2.29 -2.51 -0.05  -0.59
O: -1.73 -1.62 0.51  0.05
N: -2.49 -2.66 -1.39  0.00
N: -1.87 -1.78 -2.26  0.06
H: -3.33 -4.23 2.48  0.08
H: -3.12 -2.45 2.34  0.09
H: -1.70 -3.51 2.33  0.10
H: -2.80 -3.58 -1.69  0.14
H: -2.46 -1.53 -3.04  0.08
H: -0.95 -2.07 -2.56  0.07
O: -1.52 1.36 2.71  0.00
C: -1.61 2.48 2.24  -0.58
C: -2.42 3.61 2.93  -0.11
C: -2.28 4.77 1.96  -0.11
C: -1.33 4.20 0.87  -0.54
O: -0.93 4.88 -0.06  0.02
N: -1.04 2.92 1.12  0.00
H: -1.97 3.81 3.90  0.11
H: -3.44 3.27 3.09  0.10
H: -1.82 5.65 2.41  0.10
H: -3.22 5.06 1.50  0.10

Output
Energy above the lowest of the compared OMol25 structures with the same formula, charge and spin, eV: 2.713
LUMO, eV: 4.074
Orbital gap, hartree: 0.135
HOMO energy, eV: 0.412
Charge: -2